Entry from OMol25: a structure of composition C29H23CoN5O2S in a non-equilibrium geometry (ωB97M-V/def2-TZVPD).

```
61
Properties=species:S:1:pos:R:3:forces:R:3:mulliken_charge:R:1
Co 1.038837 -0.420343 0.290492 -0.4 -1.1 -0.1 -0.379
S 0.516751 2.138254 -1.415015 -0.2 -0.1 0.0 1.374
O 1.585974 2.514059 -0.531716 0.1 0.0 0.0 -0.781
O 0.695448 2.288211 -2.836909 0.1 0.0 0.0 -0.687
N 0.088948 0.629079 -1.023083 -0.2 0.2 -0.1 0.635
N 2.015525 -1.645715 1.471293 -0.6 0.1 0.5 1.044
N -0.355493 -1.872233 -0.324282 -0.1 0.2 -0.3 0.434
N 1.618793 1.578308 2.536998 0.1 -0.1 0.2 -0.142
N 3.125727 -2.061676 1.102129 0.8 -0.3 -0.2 -1.012
C -2.982957 -1.578389 -2.918850 0.0 -0.1 0.0 -0.957
C -0.883700 3.139490 -0.986103 0.0 0.1 0.0 -0.191
C 1.206508 0.869759 1.719034 0.4 0.7 0.0 -0.188
C 1.930495 -3.301128 4.826585 0.0 0.0 0.0 -0.599
C -3.006404 4.795060 -0.267153 0.0 0.1 0.0 0.978
C -1.370151 3.112003 0.315240 0.0 0.0 -0.1 -0.306
C -2.307584 -3.485863 -1.472481 0.0 0.0 -0.1 -0.615
C 2.557421 -0.787409 -0.833226 0.1 0.2 0.2 0.924
C 1.593242 -2.102890 2.769342 -0.1 0.0 0.0 0.341
C 5.030575 -1.591677 -1.967258 0.0 0.1 -0.1 -0.560
C 2.919565 -0.384216 -2.120645 0.0 0.0 0.0 -0.338
C -2.173164 -2.150706 -1.912579 0.0 0.0 0.1 0.853
C -0.932416 -0.016728 -1.709465 0.1 0.0 0.1 0.400
C -1.448452 3.980827 -1.930571 0.0 0.0 0.1 -0.064
C -2.426479 3.934706 0.664796 0.0 0.0 0.0 -0.954
C -0.502186 -3.121532 0.044496 0.0 0.0 0.0 0.092
C -1.476191 -3.971900 -0.507775 0.0 -0.1 0.1 -1.061
C 0.316959 -1.759753 3.190116 -0.2 0.0 0.0 0.325
C -2.752153 -0.287800 -3.294966 0.0 0.1 0.0 -0.987
C 4.707136 -2.011381 -0.699318 -0.1 -0.1 0.2 -0.558
C 2.404220 -2.875799 3.597631 0.1 0.0 -0.1 -0.475
C -4.156865 5.686668 0.125141 0.0 -0.1 0.0 -1.467
C 4.129601 -0.781207 -2.671702 0.0 -0.1 0.0 -0.791
C -2.505852 4.804607 -1.564409 0.0 0.0 0.0 -0.868
C -1.164995 -1.372654 -1.306712 0.1 0.1 0.0 0.176
C -0.154393 -2.190942 4.422543 0.0 0.0 0.0 -0.985
C 0.647587 -2.964210 5.246056 0.1 0.0 0.0 -0.479
C 3.478846 -1.606060 -0.156625 0.1 -0.1 -0.4 0.106
C -1.735112 0.494068 -2.711945 0.0 0.0 0.0 -0.931
H -0.919062 2.449243 1.043071 0.0 0.0 0.0 0.174
H 4.387052 -0.454154 -3.673661 0.0 0.0 0.0 0.429
H 2.201983 2.076556 3.174823 -0.1 0.1 0.0 0.260
H -2.809421 3.915630 1.679635 0.0 0.0 0.0 0.380
H -1.567878 1.495773 -3.075031 0.0 0.0 0.0 0.440
H 0.168977 -3.486669 0.812464 0.0 0.0 0.0 0.428
H -5.107159 5.152547 0.048727 0.0 0.0 0.0 0.285
H -3.070186 -4.114707 -1.918004 0.0 0.0 0.0 0.420
H -1.154901 -1.918604 4.734768 0.0 0.0 0.0 0.395
H -4.054085 6.029535 1.155099 0.0 0.0 0.0 0.371
H -0.315847 -1.162115 2.545922 0.0 0.0 0.0 0.244
H 0.278386 -3.302556 6.205799 0.0 0.0 0.0 0.397
H 2.263169 0.252263 -2.703922 0.0 0.0 0.0 0.391
H -3.360947 0.155967 -4.073928 0.0 0.0 0.0 0.392
H -1.549748 -4.993677 -0.159908 0.0 0.0 0.0 0.414
H 2.568633 -3.901452 5.463135 0.0 0.0 0.0 0.382
H 5.969399 -1.886785 -2.418227 0.0 0.0 0.0 0.369
H -3.761085 -2.171176 -3.383976 0.0 0.0 0.0 0.391
H -4.215131 6.560603 -0.523572 0.0 0.0 0.0 0.371
H -1.049674 3.988613 -2.936595 0.0 0.0 0.0 0.538
H -2.946784 5.467508 -2.300247 0.0 0.0 0.0 0.347
H 5.371378 -2.641650 -0.118668 0.0 0.0 0.0 0.453
H 3.399320 -3.133577 3.263194 0.0 0.0 0.0 0.420
```
Forces are in eV/Å.

Values from the calculation:
- Net charge: 0
- 2S+1: 2
- Molar mass: 564.5 g/mol
- HOMO (spin up / spin down): -7.28 / -7.55 eV